The following is a DFT calculation (the ωB97M-V functional and the def2-TZVPD basis) of a cluster of 2 separate species, C5H8ClOPS in total.

Calculated values
HOMO energy (eV): -9.412
HOMO-LUMO gap (Eh): 0.303
E_tot (eV): -40007.99394
Energy relative to the best compared isomer or geometry (same formula, charge and spin) (kcal/mol): 41.0

Each line ends with the natural charge from an NBO analysis.
CARTESIAN COORDINATES (ANGSTROEM)
C -0.618 -2.075 -1.929  -0.298
C -0.776 -1.306 -0.862  -0.143
C -2.036 -1.148 0.002  -0.642
C 0.438 -0.482 -0.505  0.581
C 0.315 0.272 0.820  -0.711
O 1.467 -0.541 -1.085  -0.557
H -1.458 -2.577 -2.343  0.190
H 0.404 -2.236 -2.517  0.233
H -2.302 -0.109 -0.086  0.217
H -1.988 -1.452 0.990  0.220
H -2.908 -1.581 -0.427  0.223
H -0.397 0.995 0.703  0.224
H 1.285 0.519 1.282  0.243
H -0.164 -0.526 1.396  0.218
S 3.982 2.488 -0.102  -0.365
P 4.463 0.715 -0.568  0.690
Cl 3.933 -0.561 0.969  -0.323


The following is a DFT calculation (the ωB97M-V functional and the def2-TZVPD basis) of an isolated molecule of C5H8ClOPS.

Calculated values
HOMO energy (alpha / beta) (eV): -8.884 / -8.884
HOMO-LUMO gap (alpha / beta) (Eh): 0.268 / 0.268
E_tot (eV): -40006.22123
Energy relative to the best compared isomer or geometry (same formula, charge and spin) (kcal/mol): 81.9

Each line ends with the natural charge from an NBO analysis.
CARTESIAN COORDINATES (ANGSTROEM)
C -0.993 -0.800 0.889  -0.632
C 0.182 -0.619 0.296  0.137
C 0.319 0.220 -1.028  0.083
C 1.487 -1.314 0.671  -0.668
C 0.787 1.616 -0.606  -0.647
O -0.756 0.148 -1.813  -0.678
P -2.463 0.011 0.140  1.147
S -3.973 -1.078 -0.397  -0.310
Cl -2.913 1.880 0.776  -0.183
H -1.201 -1.207 1.874  0.262
H 1.335 -0.123 -1.603  0.157
H 1.669 -2.179 0.020  0.248
H 1.535 -1.908 1.703  0.218
H 2.389 -0.719 0.562  0.237
H 0.045 2.220 0.034  0.193
H 0.910 2.122 -1.532  0.225
H 1.640 1.730 0.013  0.210


The following is a DFT calculation (the ωB97M-V functional and the def2-TZVPD basis) of a structure of composition C5H8CuLiO6.

Calculated values
HOMO energy (eV): -8.856
HOMO-LUMO gap (Eh): 0.238
E_tot (eV): -62445.65282

Each line ends with the natural charge from an NBO analysis.
CARTESIAN COORDINATES (ANGSTROEM)
O -0.104 -1.964 -0.352  -0.832
C -1.089 -2.443 0.266  0.953
O -1.896 -1.743 0.924  -0.805
O -1.122 -3.786 0.359  -0.556
C 0.024 -4.449 0.873  -0.240
H 0.586 -3.801 1.559  0.176
H -0.262 -5.368 1.401  0.186
H 0.648 -4.692 0.007  0.182
C 1.340 0.495 1.603  -0.083
H 0.917 -0.339 1.024  0.207
H 2.288 0.141 2.024  0.199
C 0.393 0.914 2.710  -0.641
H 0.867 1.664 3.357  0.215
H -0.548 1.326 2.319  0.209
H 0.144 0.036 3.320  0.229
Li -1.015 -0.191 0.017  0.918
Cu -0.381 3.167 -2.332  0.909
O 1.720 1.624 0.752  -0.506
O 1.492 2.676 -1.167  -0.797
O -0.151 1.380 -0.488  -0.914
C 0.985 1.923 -0.311  0.990


The following is a DFT calculation (the ωB97M-V functional and the def2-TZVPD basis) of an isolated molecule of C5H8F2.

Calculated values
HOMO energy (eV): -10.461
HOMO-LUMO gap (Eh): 0.421
E_tot (eV): -10748.29528
Energy relative to the best compared isomer or geometry (same formula, charge and spin) (kcal/mol): 24.9

Each line ends with the natural charge from an NBO analysis.
CARTESIAN COORDINATES (ANGSTROEM)
F -1.713 -1.228 -0.329  -0.391
C -0.893 -0.700 0.695  0.061
C -0.039 0.266 -0.039  -0.149
C 1.172 -0.385 -0.704  0.070
F 1.953 -0.839 0.325  -0.371
C 0.087 1.641 0.678  -0.404
C -0.611 1.487 -0.647  -0.400
H -1.580 -0.185 1.464  0.166
H -0.447 -1.540 1.175  0.193
H 1.798 0.398 -1.228  0.159
H 0.926 -1.178 -1.400  0.179
H -0.361 1.647 1.695  0.222
H 1.026 2.151 0.633  0.215
H -1.721 1.500 -0.756  0.226
H -0.104 1.961 -1.445  0.224


The evaluated F_max for the records listed, in turn: 3.44; 3.07; 2.26; 3.01 eV Å⁻¹.